i | {
  "formula": "C5H8N",
  "method": "ωB97M-V/def2-TZVPD",
  "total_charge": 1,
  "multiplicity": 3,
  "homo_energy_ev": [-11.7, -16.0],
  "gap_ev": [8.14, 7.17],
  "e_lumo_ha": [-0.129, -0.326],
  "symbols": ["C", "H", "H", "H", "C", "H", "C", "N", "H", "C", "H", "H", "C", "H"],
  "coordinates": [[0.352, -1.417, -0.003], [-0.558, -1.998, -0.003], [1.297, -1.939, -0.009], [1.511, 1.305, 0.882], [1.500, 0.660, 0.001], [2.393, 0.039, 0.004], [-2.153, 0.011, 0.645], [0.307, -0.146, 0.002], [1.513, 1.300, -0.883], [-0.921, 0.601, 0.008], [-0.737, 1.667, 0.020], [-2.584, -0.196, 1.593], [-2.149, 0.026, -0.649], [-2.574, -0.157, -1.605]]
}



ii | {
  "formula": "C5H8N",
  "method": "ωB97M-V/def2-TZVPD",
  "total_charge": 1,
  "multiplicity": 3,
  "homo_energy_ev": [-11.4, -15.8],
  "gap_ev": [8.58, 7.65],
  "e_lumo_ha": [-0.103, -0.300],
  "symbols": ["C", "H", "C", "H", "C", "H", "H", "C", "C", "H", "N", "H", "H", "H"],
  "coordinates": [[0.867, -0.150, 0.964], [-0.572, 1.655, -1.207], [1.392, -0.865, -0.298], [0.919, -1.592, -0.916], [0.993, 0.522, -0.296], [2.443, -1.227, -0.489], [-2.247, -0.387, 0.789], [-1.586, -0.465, -0.002], [-0.021, 1.519, -0.299], [-1.881, -0.272, -0.960], [-0.491, 0.379, 0.435], [0.367, 2.375, 0.106], [-1.213, -1.471, 0.174], [1.029, -0.019, 1.999]]
}



iii | {
  "formula": "C5H8N",
  "method": "ωB97M-V/def2-TZVPD",
  "total_charge": 1,
  "multiplicity": 3,
  "homo_energy_ev": [-13.6, -16.5],
  "gap_ev": [9.12, 8.96],
  "e_lumo_ha": [-0.163, -0.279],
  "symbols": ["N", "H", "H", "H", "H", "H", "H", "C", "C", "C", "C", "H", "H", "C"],
  "coordinates": [[0.042, 0.796, 0.390], [-1.433, 2.013, 1.673], [0.760, -1.016, -1.931], [1.721, -0.071, 0.489], [-0.310, 0.873, -1.801], [0.372, -1.637, -0.343], [0.610, -0.804, 1.509], [-0.402, 0.223, -0.943], [0.000, -1.116, -1.283], [0.986, 0.127, 1.171], [-1.177, 1.224, 0.878], [-0.739, -1.738, -1.762], [1.204, 0.697, 2.058], [-1.634, 0.429, -0.105]]
}



iv | {
  "formula": "C5H8N",
  "method": "ωB97M-V/def2-TZVPD",
  "total_charge": 1,
  "multiplicity": 3,
  "homo_energy_ev": [-11.6, -16.4],
  "gap_ev": [8.30, 8.32],
  "e_lumo_ha": [-0.120, -0.298],
  "symbols": ["H", "H", "H", "C", "N", "H", "H", "C", "C", "C", "C", "H", "H", "H"],
  "coordinates": [[-2.589, 0.661, -0.944], [-1.804, 1.080, 0.700], [2.151, 1.536, 0.811], [-2.331, 0.242, 0.091], [1.169, -0.064, -0.158], [-3.268, -0.001, 0.549], [2.001, -2.248, -0.098], [1.986, 1.085, -0.209], [1.351, -1.290, 0.042], [-1.381, -0.907, 0.111], [-0.082, -0.846, 0.042], [2.911, 0.645, -0.533], [-1.789, -1.883, 0.318], [1.676, 1.990, -0.723]]
}



Energy relative to the most stable one, in hartree: i 0.0000; ii 0.1033; iii 0.0056; iv 0.0098



i | {
  "formula": "H2N2O3",
  "method": "ωB97M-V/def2-TZVPD",
  "homo_energy_ev": -9.8,
  "gap_ev": 9.95,
  "e_lumo_ha": 0.005,
  "symbols": ["O", "H", "N", "O", "N", "O", "H"],
  "coordinates": [[-0.722, -0.647, 0.259], [0.198, 1.490, 0.165], [0.277, 0.188, 0.401], [2.325, 0.854, 0.036], [1.576, -0.086, 0.061], [1.809, -1.260, -0.077], [-0.450, -1.576, 0.083]]
}



ii | {
  "formula": "H2N2O3",
  "method": "ωB97M-V/def2-TZVPD",
  "homo_energy_ev": [-10.3, -10.3],
  "gap_ev": [9.40, 9.40],
  "e_lumo_ha": [-0.032, -0.032],
  "symbols": ["H", "O", "H", "N", "N", "O", "O"],
  "coordinates": [[2.002, -0.578, -0.077], [-2.266, -0.431, -0.152], [1.041, 0.759, 0.206], [-1.146, -0.052, -0.128], [1.109, -0.252, 0.298], [-0.058, -0.890, -0.076], [-0.683, 1.443, -0.070]]
}



Energy relative to the most stable one, in hartree: i 0.0000; ii 0.0459



i | {
  "formula": "C8H9NO",
  "method": "ωB97M-V/def2-TZVPD",
  "homo_energy_ev": -8.9,
  "gap_ev": 9.75,
  "e_lumo_ha": 0.030,
  "symbols": ["H", "C", "C", "H", "C", "C", "H", "N", "O", "C", "H", "H", "H", "H", "H", "C", "C", "C", "H"],
  "coordinates": [[-2.201, 1.942, -0.195], [0.146, -0.537, -0.242], [1.875, 1.056, -0.273], [-1.727, 1.282, 1.193], [-2.464, 1.137, 0.344], [-2.434, -0.273, -0.029], [-1.268, -1.886, -0.509], [-1.233, -0.959, -0.329], [-3.428, -1.000, -0.167], [1.034, -1.452, 0.079], [0.633, -2.358, 0.123], [-0.200, 1.567, -0.796], [2.249, 2.200, -0.353], [2.908, -1.959, 0.521], [3.912, 0.132, 0.026], [2.399, -1.131, 0.241], [0.492, 0.743, -0.357], [2.820, 0.128, 0.038], [-3.514, 1.369, 0.685]]
}



ii | {
  "formula": "C8H9NO",
  "method": "ωB97M-V/def2-TZVPD",
  "homo_energy_ev": -7.9,
  "gap_ev": 8.71,
  "e_lumo_ha": 0.029,
  "symbols": ["H", "O", "H", "H", "H", "H", "H", "C", "C", "C", "C", "H", "C", "N", "H", "C", "C", "H", "C"],
  "coordinates": [[2.659, -1.076, -1.674], [-2.216, 0.546, -1.409], [0.543, 0.168, -2.811], [2.506, 0.390, -1.154], [1.074, -0.478, 2.998], [-2.935, 1.193, 1.077], [-1.194, 0.236, 3.139], [-0.037, -0.094, -0.485], [-1.713, 0.620, 0.953], [0.747, -0.279, 0.661], [0.327, -0.007, 1.869], [0.278, -1.263, -1.951], [-1.375, 0.343, -0.301], [2.090, -0.728, 0.224], [2.806, -0.492, 0.834], [-0.873, 0.421, 2.067], [0.683, -0.447, -1.687], [-1.513, 1.137, -1.757], [2.051, -0.404, -1.243]]
}



Energy relative to the most stable one, in hartree: i 0.0000; ii 0.1578



i | {
  "formula": "BrO3S",
  "method": "ωB97M-V/def2-TZVPD",
  "total_charge": -1,
  "homo_energy_ev": -3.9,
  "gap_ev": 7.51,
  "e_lumo_ha": 0.132,
  "symbols": ["O", "O", "S", "O", "Br"],
  "coordinates": [[-0.229, -2.011, 0.508], [1.011, 0.757, -0.116], [-0.399, 0.362, -0.411], [-1.371, 1.419, 0.003], [0.587, -2.672, -0.903]]
}



ii | {
  "formula": "BrO3S",
  "method": "ωB97M-V/def2-TZVPD",
  "total_charge": -1,
  "homo_energy_ev": [-5.2, -5.2],
  "gap_ev": [8.21, 8.22],
  "e_lumo_ha": [0.110, 0.110],
  "symbols": ["O", "O", "Br", "S", "O"],
  "coordinates": [[-0.934, 1.864, 0.158], [-0.459, -0.650, -1.322], [2.058, 0.017, 0.043], [-0.184, -0.167, 0.015], [-0.482, -1.064, 1.105]]
}



Energy relative to the most stable one, in hartree: i 0.0000; ii 0.0372



i | {
  "formula": "C4H8OS2",
  "method": "ωB97M-V/def2-TZVPD",
  "homo_energy_ev": -8.8,
  "gap_ev": 8.61,
  "e_lumo_ha": -0.008,
  "symbols": ["S", "H", "C", "C", "H", "H", "C", "H", "H", "H", "O", "C", "S", "H", "H"],
  "coordinates": [[1.066, -1.108, -0.152], [-0.240, 2.123, -0.694], [-0.162, -0.027, 0.004], [-1.909, -2.156, -0.445], [-0.852, 1.844, 1.033], [1.437, 1.408, 1.800], [1.288, 1.975, 0.825], [-1.396, -2.444, -1.349], [-2.993, -2.508, -0.557], [1.327, 3.087, 1.022], [2.343, 1.687, -0.075], [-0.064, 1.533, 0.294], [-1.811, -0.323, -0.175], [2.537, 0.728, 0.108], [-1.565, -2.790, 0.402]]
}



ii | {
  "formula": "C4H8OS2",
  "method": "ωB97M-V/def2-TZVPD",
  "homo_energy_ev": -8.9,
  "gap_ev": 8.37,
  "e_lumo_ha": -0.018,
  "symbols": ["C", "O", "H", "C", "H", "C", "C", "H", "H", "S", "H", "H", "S", "H", "H"],
  "coordinates": [[-1.041, -0.350, 0.404], [0.031, 1.672, -0.290], [-0.067, -0.787, -1.559], [-0.076, -1.198, -0.439], [1.065, 1.265, -0.812], [-0.065, 0.641, 0.684], [1.022, -0.447, 0.478], [1.312, -1.116, 1.414], [0.196, -2.293, -0.712], [-2.680, -0.163, -0.146], [-2.253, 1.344, -0.530], [-0.365, 1.050, 1.641], [2.584, -0.047, -0.242], [3.498, -0.605, 0.981], [-1.136, -0.754, 1.340]]
}



iii | {
  "formula": "C4H8OS2",
  "method": "ωB97M-V/def2-TZVPD",
  "homo_energy_ev": -8.9,
  "gap_ev": 9.50,
  "e_lumo_ha": 0.024,
  "symbols": ["H", "C", "H", "S", "C", "C", "O", "H", "H", "C", "H", "H", "H", "S", "H"],
  "coordinates": [[-0.482, 0.575, 1.727], [0.674, -1.006, 0.712], [-1.920, -0.734, 0.251], [1.642, 1.715, 1.253], [-0.020, -0.046, -0.295], [-1.493, -0.223, -0.661], [-2.066, 1.039, -1.013], [-1.562, -0.960, -1.445], [0.142, -1.925, 1.029], [0.390, 0.466, 1.075], [1.078, -0.691, -2.329], [1.715, -1.244, 0.506], [2.170, 1.131, 2.317], [1.051, 0.480, -1.620], [-1.320, 1.424, -1.507]]
}



Energy relative to the most stable one, in hartree: i 0.0000; ii 0.1541; iii 0.0228



i | {
  "formula": "H20O10Xe",
  "method": "ωB97M-V/def2-TZVPD",
  "homo_energy_ev": -10.5,
  "gap_ev": 10.57,
  "e_lumo_ha": 0.001,
  "symbols": ["H", "H", "H", "O", "O", "O", "H", "H", "O", "H", "O", "O", "H", "H", "H", "O", "O", "H", "H", "H", "H", "H", "H", "H", "H", "H", "O", "H", "H", "O", "Xe"],
  "coordinates": [[0.593, -2.343, 2.940], [-1.071, 0.954, 2.756], [1.809, 2.190, 1.372], [-1.888, -2.194, 1.087], [0.615, -1.794, 2.157], [-3.462, 0.102, -0.329], [-4.259, -0.428, -0.309], [-4.011, -0.951, -3.284], [0.416, 2.847, -4.190], [1.294, -0.066, 2.270], [1.922, 0.578, 2.596], [-1.628, 0.809, 1.991], [3.702, 1.580, -1.958], [2.678, -2.897, -0.131], [1.521, -3.367, -0.987], [-3.194, -0.489, -3.095], [1.483, 3.074, 1.203], [0.536, 3.059, -3.265], [-2.982, -0.157, 0.458], [-1.035, -1.933, 1.435], [1.029, 3.421, -4.650], [1.679, 0.707, 3.513], [-3.081, -0.578, -2.149], [1.202, -2.254, 1.557], [3.805, 0.206, -2.584], [0.540, 2.962, 1.082], [1.785, -3.236, -0.076], [-1.565, 1.622, 1.490], [-2.447, -2.276, 1.860], [3.865, 0.662, -1.745], [0.147, 0.188, -1.015]]
}



ii | {
  "formula": "H20O10Xe",
  "method": "ωB97M-V/def2-TZVPD",
  "homo_energy_ev": -10.6,
  "gap_ev": 10.17,
  "e_lumo_ha": -0.016,
  "symbols": ["O", "H", "H", "H", "H", "H", "H", "O", "O", "O", "O", "H", "H", "O", "H", "H", "H", "H", "H", "O", "O", "H", "H", "H", "O", "Xe", "O", "H", "H", "H", "H"],
  "coordinates": [[3.615, 0.421, 1.058], [-4.551, 1.572, -0.974], [-1.851, 2.073, -3.232], [0.569, -1.206, 2.361], [3.015, 2.229, 0.936], [-3.824, 0.778, 0.091], [-3.401, 0.715, 2.706], [-2.160, 1.175, -3.106], [-0.607, -1.085, -3.027], [1.479, -1.299, 2.644], [3.024, -0.787, -1.436], [3.045, -0.215, 1.490], [2.479, -0.770, -2.223], [-1.556, -1.836, 2.464], [1.596, -0.615, 3.304], [-2.154, 1.541, 2.473], [3.495, 3.390, 1.780], [0.556, -2.169, -2.314], [2.599, -1.426, -0.864], [-2.636, 0.786, 2.135], [-3.876, 0.903, -0.857], [3.601, 0.168, 0.135], [0.106, -0.739, -3.565], [-1.178, -0.332, -2.873], [1.075, -2.800, -1.816], [0.109, 0.847, -0.534], [2.895, 3.170, 1.067], [0.536, -3.005, -1.052], [-1.794, -0.986, 2.095], [-2.638, 1.200, -2.277], [-1.566, -1.697, 3.411]]
}



Energy relative to the most stable one, in hartree: i 0.0172; ii 0.0000